# 1
19
Properties=species:S:1:pos:R:3:forces:R:3 method="wB97M-V/def2-TZVPD" lumo_energy_ev="-5.5 / -5.5" total_energy_ha=-725.2652 charge=+1 mol_weight_g_mol=140.2 homo_energy_ev="-12.98 / -12.98" smiles="CC1=C(C)[N+]2=C[C@]2(C)S1" e_above_lowest_ev=2.371 gap_ev="7.512 / 7.509"
C -1.13695 -0.17577 -2.24855 3.390 1.288 -1.231
C -0.37534 -0.31185 -1.02238 0.793 0.879 2.907
C -0.09122 0.75142 -0.18278 -1.509 0.805 -2.607
C -0.46246 2.17088 -0.52379 -2.512 1.293 1.686
N 0.74260 0.36001 0.80528 2.605 -0.444 0.206
C 1.95762 -0.04020 0.91164 -2.781 -1.373 1.160
C 0.97963 -1.12591 1.08242 -1.411 1.172 0.421
C 0.40853 -1.70726 2.36302 -1.132 2.020 -1.278
S 0.21756 -1.81730 -0.40447 0.555 -0.581 -0.644
H -0.84551 0.71810 -2.81782 -0.656 -0.047 0.434
H -2.09741 -0.32524 -2.03879 -4.383 0.443 0.910
H -0.99564 -0.96059 -2.90661 0.943 -1.850 -1.370
H -1.58749 2.15261 -0.78447 1.788 0.192 0.225
H 0.05673 2.68926 -1.30848 0.508 -0.460 -0.761
H -0.39281 2.95458 0.31017 -0.019 -1.620 -0.640
H 2.92883 0.26975 0.78423 2.035 0.848 -0.364
H -0.48720 -1.17092 2.75773 0.565 -0.163 -0.758
H 1.05925 -1.77741 3.14667 2.075 -0.091 1.899
H 0.12127 -2.65414 2.07698 -0.855 -2.312 -0.196


# 2
71
Properties=species:S:1:pos:R:3:forces:R:3 method="wB97M-V/def2-TZVPD" lumo_energy_ev="-13.2 / -15.4" total_energy_ha=-2235.8901 charge=+4 mol_weight_g_mol=648.7 s2=6.04 homo_energy_ev="-19.53 / -20.53" spin_multiplicity=5 gap_ev="6.309 / 5.180"
P 2.85040 -0.58697 -0.10558 2.661 -0.888 0.435
C 3.64267 -0.69958 1.52370 -0.611 -0.047 0.486
H 4.72663 -0.56578 1.34901 -0.399 -0.016 0.107
H 3.45042 -1.69055 1.97490 0.108 0.512 -0.152
H 3.25030 0.09385 2.17602 0.407 -0.299 -0.021
C 3.39153 -2.18439 -0.84225 -0.510 -0.096 -0.440
H 3.22059 -2.23062 -1.92608 0.321 -0.097 0.402
H 2.83521 -3.01588 -0.37458 0.378 0.294 -0.118
H 4.46618 -2.31818 -0.63399 -0.306 0.136 0.004
C 3.72892 0.82106 -0.85240 -0.762 0.315 -0.300
H 4.79463 0.59817 -0.93690 0.007 -0.029 0.046
H 3.57747 1.68420 -0.18588 0.252 -0.200 -0.149
H 3.31338 1.07149 -1.83654 0.453 0.081 0.349
P -0.78615 2.68133 -0.61974 -0.635 2.035 0.585
C -0.94245 3.65424 0.90177 0.246 -0.518 0.405
H -1.38539 4.63036 0.66551 0.041 -0.189 -0.013
H 0.05479 3.79865 1.33654 -0.272 0.128 -0.037
H -1.57042 3.11538 1.61726 0.033 0.356 -0.004
C 0.45677 3.67713 -1.50844 -0.062 -0.348 -0.851
H 0.48347 3.48556 -2.58471 -0.053 0.169 0.156
H 1.43612 3.41495 -1.10490 0.030 -0.051 0.125
H 0.33132 4.74770 -1.36312 -0.313 0.074 0.136
C -2.50767 2.59101 -1.21809 -0.065 -0.487 -0.438
H -2.89609 3.55023 -1.54230 -0.019 0.303 0.029
H -3.14175 2.21526 -0.39976 0.281 0.309 -0.039
H -2.62392 1.87972 -2.04290 -0.057 0.378 0.192
P -2.06679 -1.97417 -0.07351 -1.515 -1.973 0.432
C -2.87504 -2.30973 1.51286 0.278 0.510 0.626
H -3.49168 -3.21916 1.36790 0.248 0.419 0.046
H -3.51545 -1.44763 1.77392 0.159 -0.518 0.016
H -2.13316 -2.47648 2.31169 -0.362 0.004 -0.250
C -3.53486 -1.63497 -1.09468 0.465 0.203 -0.493
H -4.32897 -2.33709 -0.82709 0.075 0.015 0.047
H -3.32261 -1.71664 -2.16626 -0.350 -0.080 0.319
H -3.85897 -0.61632 -0.86351 -0.192 -0.080 -0.074
C -1.35112 -3.61057 -0.48911 0.611 0.286 0.025
H -2.16482 -4.30587 -0.71855 0.000 0.066 0.033
H -0.78790 -3.95944 0.38464 -0.429 -0.072 -0.159
H -0.65563 -3.55682 -1.32984 -0.240 -0.336 0.244
Os -0.05370 0.04669 -0.59570 -0.181 -1.208 0.209
C 1.00181 0.93202 0.72168 0.698 2.733 4.113
O 1.30247 1.53542 1.67459 -0.317 -1.777 -3.315
C -1.39475 0.35427 0.76058 -1.954 2.242 4.171
O -1.96511 0.76932 1.70178 1.770 -2.080 -4.043
C -1.31084 -0.18994 -2.72055 0.403 -0.100 -0.976
C -0.73310 -1.46051 -2.53834 0.938 0.735 -0.422
C 0.67158 -1.54866 -2.36932 -0.191 -0.008 -1.351
C 1.49182 -0.41775 -2.64690 -1.272 -0.798 0.193
C 0.87976 0.81744 -2.86640 -0.582 -0.175 -0.792
C -0.51599 0.94682 -2.95717 0.673 -0.954 -0.168
H -2.35771 -0.13931 -2.92616 -0.522 0.191 0.130
H -1.33714 -2.35624 -2.63974 0.105 0.259 0.190
H 1.13138 -2.52618 -2.33401 0.004 -0.071 0.246
H 2.55485 -0.54963 -2.79408 -0.094 0.120 0.158
H 1.47610 1.64426 -3.15853 0.558 0.697 -0.016
H -0.95462 1.87357 -3.28219 -0.089 0.150 0.022
C 1.48389 -4.65781 2.80567 0.328 -0.694 0.134
C 0.99542 -3.26519 2.80422 0.280 -0.544 0.229
C 0.66960 -2.39832 3.82496 0.133 -0.118 -0.817
C 0.27035 -1.19679 3.22013 0.369 -1.385 0.366
N 0.34324 -1.36690 1.90084 -0.390 1.945 -1.223
N 0.79672 -2.59110 1.66222 0.411 -1.032 -1.116
C -0.13492 -0.04576 4.01136 -0.385 1.211 0.517
H 2.41973 -4.70929 3.38088 -0.249 -0.131 -0.152
H 0.75544 -5.31013 3.31070 0.267 0.138 -0.156
H 1.67632 -5.06823 1.79526 -0.134 0.285 0.456
H 0.74902 -2.58795 4.86648 -0.069 -0.121 0.634
H 1.05071 -2.88326 0.70731 -0.366 0.211 1.095
H 0.10567 -0.27207 5.04883 -0.088 0.142 0.001
H 0.38832 0.87319 3.75534 0.058 0.012 -0.019
H -1.20217 0.17708 3.96989 -0.013 -0.146 -0.008